117
Properties=species:S:1:pos:R:3:forces:R:3:mulliken_spin:R:1 method="wB97M-V/def2-TZVPD" e_homo_ev="-6.378 / -7.302" orbital_gap_ev="6.771 / 6.982" de_lowest_kj_mol=0.0 e_lumo_ev="0.39 / -0.32" molar_mass_da=1122.99 spin_multiplicity=2
Pd -0.172336 -0.184877 0.016033 -0.4425 -0.4184 -0.0983 0.38
F 0.412167 4.163134 -0.412948 -0.1506 -0.0327 -0.1132 0.00
Ge 0.305943 2.326769 -0.518867 0.4525 0.2012 0.2800 -0.04
C 1.281633 2.155032 -2.216843 0.0133 0.0911 0.0655 0.02
C 1.520156 3.302005 -2.972234 0.0342 0.0470 -0.0395 0.01
C 2.354360 3.264662 -4.080727 -0.0253 0.0202 0.0078 0.00
C 2.999075 2.085729 -4.427292 -0.0013 -0.0296 0.0106 0.00
C 2.784807 0.944654 -3.671418 0.0381 -0.0143 -0.0454 0.00
C 1.909189 0.969604 -2.587393 0.0033 -0.0709 -0.1089 0.00
P 1.604243 -0.540937 -1.620297 -0.1419 0.2566 0.1846 0.08
C 3.331207 -0.991894 -1.186632 -0.0496 -0.0515 0.0636 0.00
C 4.143250 -0.004638 -0.623490 -0.0280 0.0575 0.0015 0.01
C 5.453617 -0.280685 -0.270333 -0.0097 -0.0271 -0.0457 0.00
C 5.979228 -1.548840 -0.481616 0.0006 0.0353 -0.0028 0.00
C 5.182497 -2.532166 -1.044588 0.0487 -0.0207 0.0286 0.00
C 3.866242 -2.259639 -1.389411 -0.0135 -0.0230 -0.0261 0.00
C 1.083908 -1.821529 -2.795006 0.0758 -0.0682 0.0012 0.00
C 0.814646 -1.568184 -4.135910 -0.0443 0.0286 -0.0227 0.01
C 0.386162 -2.591307 -4.968733 -0.0032 -0.0122 0.0077 0.00
C 0.228676 -3.877007 -4.472046 -0.0150 0.0010 0.0150 0.00
C 0.481446 -4.133535 -3.132921 -0.0380 0.0071 0.0083 0.00
C 0.896219 -3.109562 -2.297058 -0.1050 -0.0137 -0.0149 0.02
C -1.678026 2.562193 -0.758386 0.0329 0.1449 -0.1021 0.02
C -2.002234 3.597978 -1.637908 0.0020 -0.0017 -0.0196 0.00
C -3.319449 3.936513 -1.898387 -0.0530 -0.0051 0.0176 0.00
C -4.350775 3.299426 -1.219802 0.0666 -0.0088 -0.0217 0.00
C -4.045606 2.289967 -0.325222 -0.0654 -0.0047 0.0018 -0.01
C -2.724368 1.881383 -0.138873 -0.0158 -0.0590 0.1374 0.00
P -2.240732 0.563703 1.006841 0.2209 0.2759 -0.1104 0.10
C -3.495685 -0.736314 1.114559 0.0047 -0.0118 0.0367 0.02
C -4.612386 -0.862788 0.296032 0.0053 -0.0009 -0.0366 0.01
C -5.447831 -1.966461 0.413940 0.0360 -0.0174 0.0236 0.00
C -5.174069 -2.953620 1.345600 0.0091 0.0036 -0.0166 0.01
C -4.049314 -2.845857 2.152559 -0.0316 -0.0053 -0.0098 0.00
C -3.212270 -1.752870 2.028951 0.0281 -0.0183 0.0369 0.02
C -2.366001 1.475109 2.592730 -0.0165 0.0634 -0.0349 -0.01
C -1.675123 2.686134 2.675978 0.0324 0.0037 -0.0440 0.02
C -1.805974 3.501424 3.785371 0.0407 -0.0193 0.0666 -0.01
C -2.607694 3.104089 4.847567 0.0146 -0.0049 0.0060 0.01
C -3.278867 1.894004 4.783927 -0.0071 0.0236 0.0280 0.00
C -3.170364 1.088381 3.657769 0.0190 -0.1046 0.0105 0.00
C 1.860283 2.278911 0.824620 -0.0042 0.1314 -0.0100 0.01
C 2.756018 3.344823 0.648395 -0.0268 -0.0272 0.0051 0.00
C 3.925536 3.447230 1.382659 0.0338 -0.0358 0.0533 0.00
C 4.226564 2.507357 2.361597 -0.0266 0.0415 -0.0760 0.00
C 3.361004 1.450149 2.556941 0.0429 0.0089 0.0451 -0.01
C 2.215513 1.308574 1.769626 -0.2002 0.0090 0.0309 0.03
P 1.140463 -0.127373 1.970701 -0.0601 -0.1866 -0.2108 0.11
C 2.059686 -1.698628 1.858007 0.1531 -0.0603 -0.0922 -0.01
C 3.401526 -1.884490 2.179276 -0.0148 0.0051 0.0648 0.00
C 3.972136 -3.144888 2.092432 0.0561 0.0285 -0.0099 0.00
C 3.215859 -4.231461 1.679289 -0.0956 -0.0337 -0.0093 0.00
C 1.881809 -4.053347 1.338464 0.1280 -0.0248 0.0432 0.00
C 1.307622 -2.793282 1.420848 0.0173 0.0914 -0.0027 0.07
C 0.677919 -0.113760 3.737249 -0.0606 0.0017 -0.0562 0.00
C 0.621764 1.075082 4.460236 -0.0055 0.0751 -0.0373 0.04
C 0.214024 1.073581 5.784798 -0.0307 -0.0026 0.0402 -0.02
C -0.149552 -0.112736 6.404418 0.0015 0.0007 -0.0215 0.03
C -0.104508 -1.301509 5.689523 -0.0142 0.0308 0.0294 -0.01
C 0.307055 -1.302446 4.366670 -0.0568 -0.0755 -0.0435 0.03
H 1.078445 4.242904 -2.670345 -0.0231 -0.0064 0.0173 0.00
H 2.521773 4.165472 -4.658259 0.0053 0.0011 -0.0035 0.00
H 3.674427 2.057393 -5.272546 0.0073 -0.0029 -0.0074 0.00
H 3.305501 0.028061 -3.924736 -0.0138 -0.0198 0.0046 0.00
H 3.757302 0.995797 -0.468559 -0.0052 -0.0073 -0.0297 0.00
H 6.063665 0.502570 0.160806 0.0137 0.0102 0.0116 0.00
H 7.006426 -1.764028 -0.216090 0.0064 -0.0074 0.0065 0.00
H 5.582097 -3.523589 -1.216886 0.0036 -0.0037 -0.0030 0.00
H 3.269136 -3.043064 -1.833773 0.0003 0.0067 -0.0008 0.00
H 0.914679 -0.566999 -4.532839 0.0468 -0.0135 0.0217 0.00
H 0.168957 -2.379034 -6.008107 -0.0002 0.0005 -0.0073 0.00
H -0.116284 -4.672221 -5.119866 0.0049 -0.0047 -0.0118 0.00
H 0.313783 -5.120429 -2.723414 0.0001 -0.0102 -0.0042 0.00
H 1.026568 -3.306875 -1.240075 0.0248 0.0137 -0.0161 0.00
H -1.213825 4.160405 -2.116259 0.0244 0.0016 -0.0192 0.00
H -3.540145 4.727144 -2.604757 0.0003 0.0027 -0.0026 0.00
H -5.379511 3.594778 -1.378468 -0.0146 0.0095 0.0103 0.00
H -4.840263 1.827918 0.246405 0.0109 -0.0004 0.0011 0.00
H -4.833484 -0.118401 -0.455470 -0.0010 0.0103 0.0214 0.00
H -6.309001 -2.055559 -0.235193 -0.0135 -0.0014 -0.0061 0.00
H -5.819998 -3.817800 1.427350 -0.0009 -0.0002 0.0004 0.00
H -3.811184 -3.628344 2.860563 0.0106 -0.0056 -0.0002 0.00
H -2.314389 -1.698367 2.637413 -0.0041 0.0154 -0.0268 0.00
H -1.045333 3.018822 1.857987 -0.0286 0.0199 0.0246 0.00
H -1.276991 4.445534 3.821275 0.0009 -0.0046 -0.0053 0.00
H -2.707454 3.736202 5.720567 -0.0070 0.0093 0.0014 0.00
H -3.906584 1.577152 5.606852 -0.0035 -0.0059 0.0057 0.00
H -3.725631 0.160729 3.613648 -0.0028 0.0169 -0.0023 0.00
H 2.529949 4.110474 -0.077319 -0.0296 0.0227 -0.0138 0.00
H 4.593785 4.281385 1.208114 0.0075 0.0004 -0.0142 0.00
H 5.120128 2.602941 2.964468 0.0107 -0.0022 0.0090 0.00
H 3.569044 0.728057 3.336311 -0.0344 0.0250 0.0284 0.00
H 4.019630 -1.050280 2.478371 -0.0037 -0.0285 -0.0016 0.00
H 5.019579 -3.271872 2.334874 0.0026 -0.0077 -0.0010 0.00
H 3.668191 -5.212519 1.609776 0.0101 -0.0078 -0.0003 0.00
H 1.285154 -4.888214 0.992700 -0.0194 -0.0091 0.0090 0.00
H 0.274763 -2.664066 1.106309 0.0116 -0.0504 0.0642 0.00
H 0.898274 2.010444 3.990821 0.0142 -0.0094 -0.0163 0.01
H 0.176169 2.006438 6.332189 0.0017 0.0104 0.0025 0.00
H -0.465511 -0.111196 7.439305 -0.0085 -0.0006 0.0120 0.00
H -0.384727 -2.233210 6.163496 0.0007 -0.0103 0.0048 0.00
H 0.345869 -2.240503 3.825964 0.0145 0.0156 -0.0090 0.01
O -1.059329 0.361839 -2.422843 0.1723 -0.0874 0.0265 0.01
N -1.996156 0.215104 -3.291020 -0.1555 0.0576 -0.0397 0.01
C -1.805191 0.672112 -4.552483 -0.0028 -0.0222 0.1168 0.00
C -2.787441 0.539177 -5.505107 -0.0677 -0.0064 0.0029 0.00
C -3.995409 -0.063464 -5.177132 0.0505 0.0290 -0.0497 0.00
C -4.172784 -0.518088 -3.881913 0.0781 0.0329 0.0565 0.00
C -3.165784 -0.369427 -2.951667 0.1233 -0.0840 -0.0330 -0.01
H -0.840458 1.132053 -4.707563 -0.0240 0.0226 -0.0185 0.00
H -2.594389 0.917321 -6.498904 -0.0198 -0.0141 -0.0156 0.00
H -4.773097 -0.182428 -5.917705 -0.0090 0.0142 -0.0082 0.00
H -5.085907 -1.004529 -3.570531 -0.0167 -0.0170 -0.0157 0.00
H -3.192243 -0.748621 -1.943515 0.0054 -0.0178 -0.0041 0.00
O -2.295496 -3.868688 -1.096396 0.1491 0.0171 0.1804 0.00
N -1.928288 -2.712888 -1.209887 -0.2094 0.2682 -0.2523 0.00
O -1.281290 -2.234490 -0.215196 0.1485 -0.3586 0.1310 0.02

120
Properties=species:S:1:pos:R:3:forces:R:3:lowdin_charge:R:1 method="wB97M-V/def2-TZVPD" total_charge=+1 e_homo_ev=-10.729 orbital_gap_ev=6.290 de_lowest_kj_mol=49.9 e_lumo_ev=-4.44 molar_mass_da=980.10
C 0.647460 0.644558 -0.848760 0.6884 0.2109 0.1077 -0.04
C 1.549157 -0.528506 -1.336213 -1.1968 0.4148 1.0132 -0.28
O 1.691676 -0.552023 -2.741150 0.7729 -0.3122 0.5238 -0.15
C 3.021655 -0.431966 -3.205984 0.7352 -0.0325 -0.9861 -0.20
C 3.340457 -1.390367 -4.407559 -0.6883 0.6272 -0.2520 -0.14
C 2.267423 -2.473810 -4.667893 0.4823 0.3163 0.1251 -0.18
C 2.035846 -3.484636 -3.533843 0.0084 -0.5620 -0.6281 -0.17
C 3.237579 -4.421953 -3.252376 -0.3013 0.0521 1.0720 -0.10
C 4.335197 -3.748641 -2.424853 -0.1002 -0.8524 -1.5035 -0.12
C 3.997876 -3.063435 -1.297464 -0.8403 0.2798 0.5537 0.02
N 4.910769 -2.428147 -0.546063 -0.2576 -0.6110 -0.7822 0.19
C 6.201274 -2.448933 -0.896265 1.3431 0.8755 1.6064 -0.19
C 7.139773 -1.658747 0.000495 -0.7782 0.2699 0.1863 -0.03
C 6.891419 -0.138931 -0.286440 -0.5780 -0.5139 -0.5799 -0.35
C 5.858811 0.475098 0.681532 -0.2176 0.1911 -0.4006 -0.01
F 8.072823 0.568847 -0.322122 -0.0612 -0.1756 0.4382 0.01
C 6.614795 -3.146612 -1.995073 0.2842 -0.6998 -1.3736 0.10
C 5.690302 -3.821025 -2.792163 -0.6664 0.2327 0.6785 -0.01
C 6.111874 -4.603575 -4.008244 1.0313 -0.4423 -1.5835 -0.39
O 6.627655 -4.143830 -4.985659 -0.4731 0.0810 1.2819 0.21
O 5.880335 -5.977071 -3.892141 -0.4349 1.0597 0.7709 -0.04
N 7.117178 -6.678640 -4.063437 -0.7111 -0.3300 -0.0675 0.06
C 7.153173 -7.637874 -3.279159 1.4872 0.2291 0.2452 -0.72
S 7.681850 -8.693116 -2.277116 -0.5630 -0.1866 -0.2376 0.85
H 1.251204 1.337734 -0.241951 -0.2222 -0.1862 -0.0985 0.07
H 0.291993 1.245530 -1.694511 -0.1484 -0.4253 0.1420 0.09
H -0.178664 0.295457 -0.220007 0.0363 0.1444 -0.3471 0.06
H 2.497730 -0.444305 -0.779014 0.0999 -0.0990 -0.5624 0.09
H 1.066860 -1.462280 -0.984906 0.2039 0.0977 -0.3854 0.11
H 3.170717 0.601197 -3.561312 0.0416 -0.2338 0.2129 0.13
H 3.793898 -0.610459 -2.438399 -0.5188 0.0584 0.2444 0.09
H 4.362039 -1.794313 -4.337168 -0.3085 0.0208 0.1515 0.10
H 3.351230 -0.741308 -5.296311 0.0839 -0.3711 0.0945 0.11
H 2.563639 -3.020421 -5.577920 -0.0777 0.0537 0.2761 0.12
H 1.339681 -1.947118 -4.927149 0.1048 -0.2836 0.2752 0.12
H 1.725217 -3.030654 -2.586508 -0.0334 0.1607 -0.3609 0.09
H 1.200359 -4.130739 -3.845064 0.2021 0.1515 0.1734 0.12
H 3.637410 -4.921444 -4.142001 -0.0739 0.3468 0.0801 0.12
H 2.860774 -5.227933 -2.598031 0.1024 0.0676 -0.3387 0.14
H 2.965054 -2.994982 -0.963982 0.2584 0.0243 -0.0154 0.15
H 4.588309 -1.926250 0.275425 0.2647 0.0066 0.0070 0.18
H 6.812753 -1.848943 1.033787 0.5107 -0.1147 -0.0966 0.11
H 8.182740 -1.963174 -0.116696 -0.2260 0.1621 -0.1572 0.14
H 6.488770 -0.087891 -1.312978 0.1945 0.2025 0.2096 0.14
H 6.273480 1.388648 1.123838 -0.0811 -0.3432 0.0885 0.10
H 4.949553 0.779832 0.138791 0.3315 -0.0005 0.0450 0.08
H 5.520944 -0.224130 1.459839 0.4276 0.2976 0.0564 0.07
H 7.664020 -3.169057 -2.283007 -0.1608 0.1377 0.2671 0.16
C -5.055415 4.034969 0.055134 -0.0495 -0.0480 0.0228 -0.05
C -6.409476 4.049651 0.375459 0.0472 0.0262 -0.0112 -0.04
C -7.015134 2.912309 0.884206 -0.0667 0.1573 -0.0314 0.01
C -6.272900 1.751705 1.064312 0.1499 -0.0077 -0.0604 -0.08
C -4.918788 1.730172 0.720749 -0.1116 -0.0297 0.0417 -0.09
C -4.312004 2.878896 0.226483 0.0202 0.1622 -0.0681 -0.01
C -4.119870 0.484812 0.860887 0.3359 0.0547 -0.0946 -0.28
O -2.939492 0.467553 0.565672 0.0213 -0.0545 0.0066 0.08
C -4.795803 -0.742433 1.361705 -0.1109 0.0017 0.0127 -0.08
C -4.080971 -1.931540 1.446640 0.0336 -0.1857 0.0401 -0.01
C -4.695824 -3.077157 1.923583 -0.0445 0.0470 0.0096 -0.06
C -6.026863 -3.038759 2.327045 0.0552 0.0286 -0.0254 -0.05
C -6.745494 -1.858124 2.239616 -0.0384 -0.1790 0.0481 0.00
C -6.136680 -0.709657 1.748725 0.1462 -0.0103 -0.0365 -0.08
C -6.931876 0.543238 1.627953 -0.3924 0.0563 0.1006 -0.28
O -8.092895 0.574902 1.976781 0.0423 -0.0291 -0.0111 0.11
H -4.582027 4.927410 -0.334073 -0.0108 -0.0131 0.0066 0.11
H -6.992382 4.950719 0.228947 -0.0183 -0.0317 -0.0029 0.11
H -8.066867 2.926631 1.137461 0.0324 -0.1152 0.0457 0.12
H -3.260606 2.867943 -0.028044 -0.0173 -0.1329 0.0284 0.12
H -3.045048 -1.962599 1.136433 -0.0228 0.1462 -0.0117 0.11
H -4.138514 -4.003426 1.984133 -0.0119 0.0137 0.0059 0.11
H -6.504079 -3.933327 2.706204 0.0050 0.0168 -0.0065 0.11
H -7.781738 -1.830087 2.549148 0.0119 0.1376 -0.0515 0.12
C 7.234639 -7.291166 4.084208 -0.0147 0.0451 -0.0213 -0.05
C 6.984864 -6.374493 3.067824 0.0071 0.0297 0.0449 -0.06
C 6.833770 -5.030889 3.366762 0.0045 -0.1651 -0.1156 -0.02
C 6.919936 -4.596477 4.684556 -0.0064 -0.0298 0.0776 -0.08
C 7.147255 -5.520289 5.705412 -0.0219 0.0784 -0.1401 -0.08
C 7.314972 -6.865388 5.399455 0.0042 -0.1563 -0.0885 0.01
C 7.195337 -5.083162 7.128717 0.0719 -0.2163 0.3518 -0.27
O 7.396846 -5.885731 8.013839 -0.0106 0.0019 -0.0591 0.12
C 6.982418 -3.644132 7.436847 -0.0429 0.1013 -0.1200 -0.08
C 6.967486 -3.225130 8.760906 -0.0047 0.0844 0.1655 0.01
C 6.783239 -1.885149 9.061114 0.0023 0.0171 -0.0835 -0.04
C 6.621878 -0.955590 8.038675 0.0058 -0.0560 0.0197 -0.05
C 6.630452 -1.368185 6.716734 -0.0300 0.1405 0.0844 0.00
C 6.801116 -2.713512 6.410351 0.0224 -0.0910 0.0507 -0.09
C 6.773617 -3.147344 4.991182 -0.0344 0.2627 -0.1867 -0.28
O 6.628675 -2.334998 4.094568 -0.0558 -0.0315 -0.1545 0.07
H 7.361491 -8.339943 3.848600 -0.0010 0.0166 0.0102 0.11
H 6.910555 -6.711301 2.041155 0.0169 -0.0087 0.0175 0.10
H 6.644934 -4.318112 2.574702 0.0305 0.0979 0.1064 0.10
H 7.504109 -7.579364 6.189935 -0.0230 0.1177 0.0817 0.13
H 7.096079 -3.945565 9.557639 0.0282 -0.0851 -0.1127 0.12
H 6.767068 -1.561811 10.093837 0.0072 -0.0088 -0.0169 0.11
H 6.485249 0.091637 8.275606 0.0041 -0.0184 -0.0032 0.11
H 6.500374 -0.644633 5.923279 0.0076 -0.1070 -0.0666 0.12
C -9.401220 4.713671 -4.913441 -0.0096 0.0598 -0.0228 -0.06
C -9.627308 5.581409 -5.977495 0.0171 -0.0047 0.0778 -0.06
C -9.841396 6.929364 -5.741710 0.0129 -0.1069 -0.1613 0.00
C -9.842084 7.414755 -4.439774 0.0039 -0.0975 0.1196 -0.08
C -9.638578 6.540029 -3.370663 -0.0159 0.0874 -0.1002 -0.08
C -9.407370 5.191055 -3.613464 0.0231 -0.1614 -0.0782 0.00
C -9.683721 7.032512 -1.967602 0.0437 -0.2281 0.2726 -0.28
O -9.502040 6.271174 -1.038002 0.0605 0.0052 0.0081 0.09
C -9.963871 8.473089 -1.727541 -0.0367 0.0840 -0.1009 -0.08
C -10.066248 8.941188 -0.422813 -0.0129 0.1028 0.1548 0.00
C -10.313964 10.283170 -0.186306 0.0105 0.0137 -0.0724 -0.06
C -10.451765 11.166401 -1.252660 0.0136 -0.0713 0.0243 -0.05
C -10.356009 10.704493 -2.554947 -0.0383 0.1676 0.0801 0.00
C -10.121424 9.356665 -2.797570 0.0228 -0.1030 0.1032 -0.08
C -10.055722 8.868284 -4.201539 -0.0546 0.2571 -0.3038 -0.28
O -10.178807 9.636651 -5.132518 0.0070 -0.0300 0.0321 0.11
H -9.225459 3.661926 -5.100487 -0.0084 0.0159 0.0058 0.11
H -9.634338 5.204144 -6.992120 0.0046 0.0097 0.0152 0.11
H -10.012046 7.604131 -6.569963 0.0065 0.0980 0.1078 0.12
H -9.236913 4.514421 -2.786500 -0.0400 0.1132 0.0724 0.12
H -9.956399 8.256607 0.407704 0.0277 -0.0890 -0.1069 0.12
H -10.398495 10.644727 0.830538 0.0036 -0.0083 -0.0164 0.11
H -10.638467 12.216143 -1.065690 0.0003 -0.0178 -0.0054 0.11
H -10.468033 11.391254 -3.383312 0.0086 -0.1239 -0.0747 0.12